# 1
ORCA calculation (the ωB97M-V functional and the def2-TZVPD basis) on a structure of composition C41H59Cl2GeN2O6Ti.

```
112
C41H59Cl2GeN2O6Ti | the OMol25 dataset | the ωB97M-V functional and the def2-TZVPD basis
Ti -0.2100 0.6891 -0.2663
C 1.3962 0.3234 4.4319
C 1.2796 -0.6529 3.2552
C 2.3123 -1.7687 3.4197
C -0.1446 -1.1648 3.1333
C -0.5551 -2.2789 3.8578
C -1.8607 -2.7400 3.7879
C -2.7810 -2.0799 2.9936
C -2.4165 -0.9611 2.2509
C -3.4570 -0.2357 1.4198
C -4.1311 -1.1585 0.4056
C -4.4949 0.4434 2.3168
C -1.0911 -0.5146 2.3222
N -0.6935 0.5962 1.5306
C -0.6634 1.8877 2.0780
C 0.1008 2.7976 1.4217
N 0.7729 2.4027 0.2969
C 1.8834 3.1668 -0.1113
C 1.8838 3.7756 -1.3779
C 2.9839 4.5359 -1.7586
C 4.0717 4.7040 -0.9188
C 4.0720 4.0813 0.3167
C 3.0012 3.2972 0.7315
C 3.1147 2.5394 2.0442
C 4.3011 1.5723 2.0080
C 3.2070 3.4817 3.2449
C 0.6944 3.6900 -2.3142
C 1.0905 3.2282 -3.7183
C -0.0560 5.0223 -2.3655
H 2.4234 0.6874 4.5235
H 1.1274 -0.1779 5.3665
H 0.7421 1.1850 4.3011
H 1.5150 -0.1151 2.3361
H 2.2698 -2.2100 4.4196
H 3.3155 -1.3612 3.2817
H 2.1705 -2.5661 2.6918
H 0.1619 -2.8007 4.4797
H -2.1589 -3.6142 4.3548
H -3.8027 -2.4394 2.9463
H -2.9453 0.5485 0.8638
H -4.6307 -1.9959 0.8986
H -3.3971 -1.5633 -0.2926
H -4.8812 -0.6059 -0.1645
H -5.0639 -0.2955 2.8879
H -5.1985 1.0200 1.7108
H -4.0165 1.1210 3.0267
H -1.2807 2.1117 2.9377
H 0.1633 3.8288 1.7555
H 2.9795 5.0209 -2.7281
H 4.9158 5.3082 -1.2292
H 4.9364 4.1804 0.9643
H 2.2149 1.9379 2.1641
H 5.2499 2.1112 1.9380
H 4.2236 0.9054 1.1502
H 4.3268 0.9718 2.9227
H 4.0891 4.1235 3.1756
H 3.2798 2.9134 4.1761
H 2.3282 4.1272 3.3074
H -0.0097 2.9624 -1.9099
H 1.6824 3.9865 -4.2364
H 0.1957 3.0429 -4.3177
H 1.6805 2.3109 -3.6853
H 0.5893 5.8137 -2.7587
H -0.3954 5.3092 -1.3716
H -0.9322 4.9425 -3.0152
Cl -7.3546 1.5347 -2.6011
C -5.6579 1.5784 -2.1899
C -4.7809 0.6693 -2.7759
C -3.4487 0.6904 -2.4332
C -2.9347 1.6219 -1.5091
O -1.6754 1.5576 -1.1883
C -3.8332 2.5646 -0.9596
C -3.4363 3.6712 -0.0688
O -2.3218 4.0594 0.1561
C -5.1901 2.5068 -1.2938
H -5.1558 -0.0606 -3.4816
H -2.7540 -0.0307 -2.8453
H -4.3005 4.1514 0.4385
H -5.8727 3.2205 -0.8476
O 3.8241 0.6600 -1.2543
Cl 2.4857 0.1206 -1.4450
O 2.5790 -1.1947 -2.0813
O 1.9045 -0.1046 -0.0495
O -0.5346 -0.9872 -0.9098
C 1.0106 -2.8889 -6.1733
C 0.0203 -3.3874 -5.1278
C 0.3613 -2.9012 -3.7234
C -0.6306 -3.3809 -2.6694
Ge -0.2658 -2.7536 -0.8509
C 1.4413 -3.2648 -0.0559
C 1.3170 -4.4893 0.8447
C 0.9549 -5.7608 0.0862
C 0.8725 -6.9827 0.9917
H 0.7530 -3.2367 -7.1758
H 2.0215 -3.2337 -5.9453
H 1.0370 -1.7972 -6.1908
H -0.0071 -4.4828 -5.1346
H -0.9910 -3.0555 -5.3871
H 0.4055 -1.8084 -3.7161
H 1.3735 -3.2255 -3.4623
H -0.6779 -4.4770 -2.6554
H -1.6401 -3.0295 -2.9106
H -1.3947 -3.2765 0.0813
H 1.7831 -2.3916 0.4953
H 2.1727 -3.4159 -0.8517
H 0.5576 -4.3085 1.6160
H 2.2601 -4.6531 1.3807
H 1.6940 -5.9289 -0.7042
H -0.0075 -5.6193 -0.4222
H 1.8287 -7.1619 1.4892
H 0.6108 -7.8841 0.4341
H 0.1187 -6.8383 1.7693
```

Its energy above the lowest of the compared OMol25 structures with the same formula, charge and spin is 34.8 kcal/mol. The frontier orbital gap (alpha / beta) is 6.886 / 6.887 eV. The spin multiplicity is 1. As for the net charge: -1. The value obtained for the highest occupied orbital energy (alpha / beta) is -4.50 / -4.50 eV. As for the electronic energy: -6005.4966 hartree.

# 2
ORCA calculation (the ωB97M-V functional and the def2-TZVPD basis) on a structure of composition C41H61CeN7O3SSeSi2Te at a distorted geometry.

```
118
C41H61CeN7O3SSeSi2Te | the OMol25 dataset | the ωB97M-V functional and the def2-TZVPD basis
Ce 0.4649 -1.5393 0.0039
C -1.2456 -1.3009 4.3360
O 0.0222 -1.5681 3.7341
C 0.0987 -1.7729 2.4103
O 1.2807 -1.9099 2.0504
H -1.5249 -2.0272 5.1486
H -1.9948 -1.3460 3.5545
H -1.2157 -0.2824 4.7094
C -2.2677 -1.1503 -2.7431
C -2.7877 -1.8417 -1.5098
N -1.9429 -2.2475 -0.5959
C -2.7163 -2.8046 0.4274
C -4.0247 -2.7591 0.0952
N -4.0575 -2.2042 -1.1932
C -5.3035 -1.9072 -1.9781
N -6.0234 -0.7058 -1.6084
N -5.4910 0.5416 -1.8994
N -5.9714 1.4282 -1.1174
C -6.8057 0.7890 -0.1742
C -7.5011 1.3760 0.8889
C -8.1996 0.4649 1.6470
C -8.1960 -0.8913 1.3543
C -7.4954 -1.4551 0.2873
C -6.8398 -0.5508 -0.4974
H -1.1896 -1.3808 -2.9187
H -2.4572 -0.0984 -2.6107
H -2.8165 -1.2769 -3.6504
H -2.2495 -3.3316 1.2279
H -4.8148 -3.1328 0.6605
H -5.9391 -2.7589 -1.8091
H -4.9973 -1.8378 -3.0583
H -7.4941 2.4590 1.0291
H -8.8202 0.8114 2.5135
H -8.7996 -1.5611 1.9946
H -7.5596 -2.5474 0.0670
C -3.0004 5.2292 0.7955
Si -2.2869 4.3082 2.2555
C -1.1849 5.4917 3.3170
C -3.8187 3.7321 3.1935
C -1.1999 2.8895 1.7302
Te -1.9541 1.2628 0.4041
C -2.1758 2.5031 -1.3809
Si -0.6592 2.9658 -2.4527
C 0.4014 1.4829 -2.9799
C -1.3315 3.7795 -4.0966
C 0.3841 4.2005 -1.4550
H -3.5476 6.1340 0.9694
H -3.6379 4.5968 0.1688
H -2.0896 5.4201 0.2148
H -1.8776 6.3757 3.4531
H -0.2223 5.7322 2.8480
H -0.9309 5.1975 4.2780
H -4.2843 4.4642 3.8471
H -3.6077 2.9098 3.8787
H -4.4980 3.2859 2.4787
H -0.8270 2.1882 2.5305
H -0.2322 3.2316 1.2129
H -2.6014 3.4840 -1.0540
H -3.0162 2.1268 -1.9408
H -0.1599 0.9608 -3.7092
H 0.6718 0.7866 -2.1955
H 1.3178 1.8650 -3.4708
H -2.1199 3.2110 -4.5127
H -0.6269 3.9622 -4.8969
H -1.8086 4.7457 -3.8204
H 1.1127 3.5274 -0.9818
H -0.1533 4.9648 -0.8115
H 1.0550 4.7949 -2.1509
C -0.7060 -6.0796 1.4679
C 0.2799 -5.3425 0.6300
C 1.6057 -4.9228 1.0056
C 2.3225 -4.0951 0.1494
C 3.7681 -3.7705 0.6204
C 1.7909 -3.6196 -1.1122
Se 2.5074 -2.0528 -1.9051
C 0.5780 -4.1753 -1.5705
C -0.0761 -3.9290 -2.9047
C -0.1298 -4.9739 -0.6361
H -0.8930 -7.1142 1.2392
H -1.6820 -5.4939 1.5833
H -0.2359 -6.2801 2.4482
H 2.0311 -5.2861 1.9029
H 3.8819 -4.0664 1.6676
H 3.9490 -2.7533 0.5353
H 4.5331 -4.2244 -0.1014
H -1.1940 -4.0104 -2.9250
H 0.2409 -4.7209 -3.5173
H 0.3358 -3.0643 -3.4132
H -1.1150 -5.2213 -0.9563
C 6.2587 0.3339 -2.6328
C 5.7178 1.6765 -2.1249
C 4.2373 1.5607 -1.5498
N 4.4384 0.6554 -0.3575
C 3.6237 0.4121 0.5810
S 1.9605 0.8602 0.4819
N 3.9662 -0.3552 1.6889
C 5.1936 -0.4861 2.3791
O 5.2476 -0.8737 3.5184
C 6.4373 -0.1126 1.6804
C 6.7967 1.2195 1.5551
C 8.0040 1.4493 0.9649
C 8.8977 0.4883 0.5990
C 8.4406 -0.9035 0.6669
C 7.2172 -1.1736 1.2572
H 7.2011 0.4957 -3.1599
H 5.5345 -0.2206 -3.3272
H 6.5188 -0.4624 -1.9189
H 5.6453 2.4184 -2.9080
H 6.2977 2.0851 -1.2509
H 3.6201 1.0951 -2.2994
H 3.7129 2.4745 -1.2998
H 5.4090 0.3419 -0.1844
H 3.1865 -0.7438 2.1955
H 6.2090 2.0744 1.9001
H 8.2807 2.4631 0.9032
H 9.9183 0.6695 0.3006
H 9.1413 -1.5671 0.2654
H 6.8806 -2.1693 1.4259
```

The expectation value of S² is 0.75. Its energy above the lowest of the compared OMol25 structures with the same formula, charge and spin is 20.2 kcal/mol. The frontier orbital gap (alpha / beta) is 8.064 / 8.123 eV. The spin multiplicity is 2. As for the net charge: +1. The value obtained for the highest occupied orbital energy (alpha / beta) is -9.90 / -9.95 eV. As for the electronic energy: -6329.5252 hartree.

# 3
ORCA calculation (the ωB97M-V functional and the def2-TZVPD basis) on a cluster of 10 separate species, C41H62NO19 in total at a distorted geometry.

```
123
C41H62NO19 | the OMol25 dataset | the ωB97M-V functional and the def2-TZVPD basis
C 37.0870 16.6810 35.2060
N 38.3200 17.4070 35.6780
C 39.2820 16.4850 36.2840
C 38.9520 18.1230 34.4470
C 37.9570 18.3830 36.8020
C 39.1090 19.2730 37.3120
O 38.4590 20.1670 38.1340
H 37.5410 15.8260 34.6840
H 36.4050 17.2330 34.7740
H 36.6230 16.1660 36.1720
H 40.3920 16.9560 36.6730
H 39.6830 15.8040 35.5940
H 38.7990 15.8790 37.0930
H 39.5210 17.4990 33.7790
H 39.7830 18.6170 34.6720
H 38.3200 18.8430 33.8220
H 37.5010 17.8430 37.5900
H 37.2580 18.8860 36.3600
H 39.6830 19.8570 36.5050
H 39.7940 18.8850 37.9830
H 38.2230 19.8530 39.0590
C 38.9130 15.9040 30.8760
C 37.4890 16.3710 30.9080
C 36.5740 16.2760 29.8270
O 35.3310 16.6190 29.8450
C 37.0910 15.7740 28.5280
C 38.3910 15.1380 28.5210
C 39.4020 15.3080 29.5880
O 40.5860 14.9890 29.5120
O 38.7350 14.3510 27.5350
O 37.0740 16.9410 32.1030
H 39.4680 16.1980 31.7520
H 36.3030 15.5460 27.8740
H 37.9650 14.2000 27.0030
H 36.2120 16.9760 32.2130
C 34.3790 17.5290 39.0690
C 34.6390 16.1810 38.4420
C 33.6050 15.4010 37.7940
O 33.8890 14.2870 37.4120
C 32.3220 15.9780 37.7470
C 32.0920 17.5110 38.2250
C 33.1150 18.2810 38.9290
O 33.0130 19.3320 39.4500
O 30.9090 18.1640 37.9520
O 35.8900 15.5450 38.6720
H 35.2370 18.1100 39.7060
H 31.5250 15.8700 37.2730
H 30.9550 19.1530 37.9990
H 35.8970 14.9190 38.0480
C 37.2430 19.2670 28.6730
C 38.6930 18.9170 28.5170
C 39.6430 19.2540 29.6130
O 40.8450 18.8350 29.5680
C 39.1610 20.1270 30.6920
C 37.6800 20.4090 30.8600
C 36.7670 19.9790 29.8620
O 35.5740 20.1650 29.9660
O 37.2400 20.9430 32.0460
O 39.3010 18.4810 27.4100
H 36.7760 19.0890 27.7790
H 39.7620 20.1350 31.5600
H 38.0590 21.2210 32.2860
H 40.1800 18.4160 27.6640
C 33.7700 20.6110 33.5600
C 34.5520 20.3460 34.8300
O 34.3200 19.4930 35.5860
C 35.6910 21.4170 35.2980
H 33.2150 21.4310 33.5000
H 33.3350 19.6670 33.3870
H 34.5120 20.5390 32.5760
H 36.3040 20.9450 36.1480
H 35.2670 22.3420 35.6170
H 36.4820 21.5540 34.6680
C 38.6020 12.2190 35.7210
C 37.1360 12.6610 36.1220
O 36.8970 13.6730 36.7100
C 36.0860 11.5440 35.7100
H 38.9230 11.4210 36.2510
H 39.2980 13.2120 35.8370
H 38.5240 12.0790 34.8020
H 35.9180 10.8900 36.3990
H 36.1770 11.1930 34.7850
H 35.1690 12.0760 35.5570
C 36.1090 19.2800 43.6020
C 37.4220 19.5860 42.9070
O 37.5340 19.1030 41.8240
C 38.2640 20.7300 43.3090
H 35.5000 18.5020 42.8610
H 35.6400 20.0980 43.8830
H 36.3270 18.8240 44.4730
H 38.8800 20.4630 44.3150
H 37.7660 21.6680 43.5220
H 38.8250 20.6970 42.5910
C 41.3770 21.5450 34.5410
C 39.8950 22.0600 34.5730
O 39.1480 21.8400 33.6740
C 39.4330 23.0930 35.7070
H 41.9560 22.4220 34.1390
H 41.7330 20.7350 33.9190
H 41.5360 21.3840 35.6030
H 40.2830 23.8600 35.8310
H 39.4530 22.5740 36.7740
H 38.5860 23.4720 35.3150
C 35.3230 21.7460 39.2740
C 35.6480 23.1500 38.7670
O 36.7870 23.3390 38.3060
C 34.6060 24.2170 38.8890
H 34.6120 21.4360 38.6920
H 34.7350 21.8740 40.1100
H 36.3010 21.1180 39.1840
H 34.7860 25.2500 38.2680
H 35.0990 24.5510 39.8600
H 33.4650 23.8290 38.9680
C 34.3340 14.7410 34.0620
C 33.8080 16.0520 33.5530
O 34.2370 16.7850 32.6890
C 32.6120 16.6400 34.2780
H 35.2260 14.9080 34.6420
H 34.2440 14.0360 33.3590
H 33.4430 14.5160 34.7550
H 32.2930 17.4460 33.6800
H 32.7450 17.1020 35.2090
H 31.9320 15.8610 34.3270
```

Its energy above the lowest of the compared OMol25 structures with the same formula, charge and spin is 111.5 kcal/mol. The frontier orbital gap is 6.546 eV. The spin multiplicity is 1. As for the net charge: +1. The value obtained for the highest occupied orbital energy is -10.82 eV. As for the electronic energy: -3082.8126 hartree.

# 4
ORCA calculation (the ωB97M-V functional and the def2-TZVPD basis) on a cluster of 7 separate species, C41H62O8S in total.

```
112
C41H62O8S | the OMol25 dataset | the ωB97M-V functional and the def2-TZVPD basis
O 2.9464 -1.4092 2.8470
C 2.7924 -0.7094 1.8667
C 3.9357 -0.1607 1.0797
C 5.1199 -0.8697 0.9864
C 6.1481 -0.3824 0.1774
C 5.9771 0.8077 -0.5068
C 4.7967 1.5286 -0.3970
C 3.7686 1.0460 0.3953
C 2.4595 1.7477 0.5010
O 2.3612 2.9534 0.4407
C 1.2898 0.8369 0.6346
C 0.0578 1.1711 0.0976
C -1.0226 0.3003 0.1927
C -2.3462 0.6942 -0.4103
C -3.5720 0.3409 0.4318
C -4.2469 -1.0051 0.1883
S -4.6681 -1.4289 -1.5210
C -0.8371 -0.9033 0.8706
C 0.3798 -1.2316 1.4451
C 1.4572 -0.3697 1.3142
H 5.2109 -1.7946 1.5363
H 7.0692 -0.9398 0.0884
H 6.7693 1.1791 -1.1418
H 4.6710 2.4597 -0.9322
H -0.0494 2.1238 -0.4040
H -2.3245 1.7799 -0.4956
H -2.4334 0.3124 -1.4287
H -3.2541 0.3515 1.4774
H -4.3079 1.1369 0.3470
H -5.2252 -0.9833 0.6684
H -3.7057 -1.8316 0.6421
H -3.4461 -1.4835 -2.0610
H -1.6502 -1.6074 0.9625
H 0.4968 -2.1630 1.9807
C 3.5853 -0.4624 -4.9693
C 3.8051 0.3790 -3.7150
C 2.5835 0.0516 -2.8801
O 2.2084 -1.2835 -3.2147
C 2.9390 -1.7128 -4.3687
H 4.4978 -0.6833 -5.5197
H 2.8890 0.0384 -5.6458
H 4.7081 0.0419 -3.1995
H 3.9063 1.4459 -3.9126
H 1.7460 0.7206 -3.1107
H 2.8072 0.1121 -1.8145
H 3.7037 -2.4324 -4.0544
H 2.2526 -2.2177 -5.0479
C -0.6312 -2.6825 -5.9848
C -1.4272 -1.6421 -6.7696
C -2.7278 -1.5969 -5.9802
O -2.3843 -1.8781 -4.6251
C -1.0336 -2.3669 -4.5488
H 0.4435 -2.6186 -6.1467
H -0.9554 -3.6899 -6.2548
H -0.9251 -0.6727 -6.7288
H -1.5814 -1.9031 -7.8159
H -3.4322 -2.3572 -6.3356
H -3.2209 -0.6247 -6.0247
H -0.3940 -1.5902 -4.1157
H -0.9985 -3.2427 -3.9022
C 5.2117 -0.9356 5.3810
C 5.9096 -0.1507 6.4905
C 7.3368 -0.6733 6.3850
O 7.5440 -0.9894 5.0080
C 6.2943 -0.9769 4.3135
H 4.2912 -0.4794 5.0251
H 4.9784 -1.9463 5.7222
H 5.8811 0.9189 6.2711
H 5.4768 -0.3079 7.4774
H 7.4716 -1.5807 6.9841
H 8.0859 0.0573 6.6934
H 6.2516 -0.0907 3.6701
H 6.2350 -1.8641 3.6825
C -2.6840 5.0893 3.0468
C -2.7152 5.5321 1.5851
C -2.5090 4.2080 0.8619
O -3.1051 3.2058 1.6861
C -3.4069 3.7508 2.9742
H -3.1690 5.7892 3.7256
H -1.6523 4.9497 3.3766
H -3.6937 5.9492 1.3380
H -1.9540 6.2691 1.3337
H -1.4416 3.9860 0.7425
H -2.9825 4.1816 -0.1215
H -4.4912 3.8773 3.0562
H -3.0767 3.0450 3.7380
C 1.9965 -6.4663 -1.7370
C 1.8385 -5.2952 -0.7674
C 1.2596 -4.2218 -1.6795
O 0.4796 -4.9131 -2.6613
C 0.7522 -6.3125 -2.6034
H 2.0476 -7.4372 -1.2463
H 2.8973 -6.3400 -2.3413
H 1.1253 -5.5546 0.0182
H 2.7691 -4.9847 -0.2942
H 2.0467 -3.6478 -2.1762
H 0.6109 -3.5171 -1.1566
H -0.1052 -6.8276 -2.1564
H 0.8876 -6.6869 -3.6190
C -9.0547 3.6131 3.5844
C -9.2571 4.6576 2.4880
C -7.8209 5.0665 2.1879
O -7.0196 3.9086 2.4265
C -7.7867 2.9158 3.1091
H -9.8930 2.9274 3.6964
H -8.8819 4.1025 4.5452
H -9.7121 4.1979 1.6083
H -9.8776 5.4989 2.7929
H -7.4910 5.8726 2.8526
H -7.6738 5.3879 1.1562
H -8.0181 2.1028 2.4126
H -7.1879 2.5103 3.9257
```

The frontier orbital gap is 7.967 eV. The spin multiplicity is 1. The structure (SMILES) is O=C1c2ccccc2C(=O)c2cc(CCCS)ccc21.C1CCOC1.C1CCOC1.C1CCOC1.C1CCOC1.C1CCOC1.C1CCOC1. The value obtained for the highest occupied orbital energy is -8.63 eV. As for the electronic energy: -2599.5032 hartree.